This record from the OMol25 dataset describes a cluster of 4 separate species, C8H12N4 in total. The level of theory is ωB97M-V/def2-TZVPD.

Geometry (Å):
N 0.48027 2.72563 1.48907
N 1.56946 2.54546 -3.95521
N -0.83321 -0.64782 0.32500
N 1.36980 -3.15937 1.69678
C 1.14046 1.03471 -1.86733
C -1.65909 2.64306 0.00324
C 1.38258 1.88074 -3.03851
C -0.97798 -0.81496 1.45077
C -0.47563 2.71393 0.84131
C 1.07658 -2.95678 -0.88219
C -1.13554 -1.04449 2.87942
C 1.23285 -3.07759 0.55748
H -1.68762 -1.97373 3.01891
H -2.55588 2.95971 0.53125
H -1.80413 1.61533 -0.32864
H -0.16350 -1.13340 3.35334
H 0.09413 0.73506 -1.86707
H -1.71437 -0.22519 3.30078
H 1.36982 1.56492 -0.94679
H -1.52244 3.29237 -0.86177
H 1.79145 -3.60505 -1.38599
H 1.17630 -1.92217 -1.18937
H 1.76600 0.14938 -1.95968
H 0.07969 -3.29975 -1.16479

The energy above the lowest of the compared OMol25 structures with the same formula, charge and spin comes out at 157.8 kJ/mol. The calculation puts the frontier orbital gap at 12.166 eV. As for the LUMO energy: 0.5 eV. As for the SMILES: CC#N.CC#N.CC#N.CC#N. As for the net charge: 0.

This record from the OMol25 dataset describes a structure of composition C11H10N2O4Ti. The level of theory is ωB97M-V/def2-TZVPD.

Geometry (Å):
Ti 1.11228 -0.53607 -0.35516
O 1.61922 -2.41372 2.28170
O 2.97298 1.71021 1.10176
O -0.48983 -3.06981 -1.66437
O 0.84835 1.41928 -2.98623
N -0.66627 0.24440 0.33306
N -4.14487 2.04376 1.47895
C -3.00312 1.45346 1.10395
C -0.71956 0.84829 1.56275
C 2.36442 0.90099 0.53045
C -1.88222 1.47824 1.98172
C 3.36053 -1.25285 -2.01066
C 0.98090 0.66798 -2.10838
C 1.41514 -1.74840 1.35168
C -2.93187 0.81764 -0.16366
C -1.73372 0.23468 -0.52876
C 3.56475 -2.04036 -0.94837
C 0.15156 -2.18611 -1.26385
H 0.19306 0.79615 2.16216
H -1.92734 1.97127 2.95874
H -1.56373 -0.25923 -1.49162
H 4.04928 -1.65131 -0.00783
H 2.67974 -1.54652 -2.84590
H 3.72203 -0.19484 -2.04431
H 3.00723 -3.00781 -0.81237
H -3.79415 0.78369 -0.84346
H -4.22846 2.50574 2.36660
H -4.95631 2.03123 0.86141

The energy above the lowest of the compared OMol25 structures with the same formula, charge and spin comes out at 0.0 kJ/mol. The calculation puts the frontier orbital gap (alpha / beta) at 6.812 / 6.333 eV. The multiplicity is 3. As for the expectation value of S²: 2.01. As for the LUMO energy (alpha / beta): -9.0 / -9.5 eV. As for the net charge: +2.

This record from the OMol25 dataset describes a cluster of 10 separate species, C28H54N2O16S4 in total. The level of theory is ωB97M-V/def2-TZVPD.

Geometry (Å):
S 17.72875 11.62461 31.14281
S 20.52349 7.40774 22.37378
S 11.77271 8.41793 30.09181
S 18.97234 18.52465 21.09456
O 11.28563 9.24784 16.74433
O 12.65739 6.26221 22.85588
O 12.25609 15.96712 17.02009
O 8.83795 13.76243 24.84844
O 13.47106 9.72598 16.35917
O 8.21658 13.35612 22.89195
O 14.51827 6.39808 23.98486
O 6.76203 14.07333 24.40048
O 12.91924 7.97346 17.56551
O 19.80612 17.94386 19.93192
O 17.18542 10.40975 31.94211
O 14.03434 14.96932 17.95518
O 12.07767 13.94523 17.71574
O 13.65593 4.38331 23.34811
O 10.79916 9.55720 30.29580
O 21.47393 7.00705 23.47013
N 7.96978 17.69798 19.94047
N 15.13101 11.77415 25.16487
C 11.00627 15.61955 16.49781
C 11.97988 5.25970 22.20105
C 12.43585 9.01783 16.89089
C 17.28745 19.16648 20.53020
C 13.23971 11.51910 21.77637
C 19.35967 8.63117 23.07308
C 8.56795 17.84020 20.93454
C 12.53088 3.96777 22.77074
C 18.76895 12.64454 32.29371
C 11.78467 18.34135 21.11650
C 14.29398 8.15697 17.74605
C 10.72357 14.32236 17.31340
C 13.68494 5.74048 23.41077
C 18.32310 17.09638 22.17944
C 16.30327 12.82816 31.03784
C 19.29117 6.06324 22.22581
C 10.84649 17.54437 22.03314
C 6.84905 14.55047 25.73773
C 8.34418 14.38397 25.99395
C 15.24214 12.10664 24.07210
C 15.47966 12.53372 22.61999
C 14.69463 9.10678 16.61326
C 9.37542 18.02240 22.12687
C 14.73750 11.57498 21.61544
C 7.89695 13.64247 23.96281
C 12.81182 8.89602 28.65194
C 12.97811 8.24275 31.42085
C 12.93581 14.92566 17.51644
H 14.54185 8.54076 18.73568
H 17.63552 16.46122 21.62095
H 12.85969 12.52495 21.95512
H 15.57796 12.44290 30.32119
H 12.95191 10.93999 22.65381
H 10.18514 13.60030 16.69956
H 11.03101 15.29725 15.45684
H 8.85032 15.34039 26.12504
H 12.75543 17.84565 21.11747
H 15.48496 9.78353 16.93804
H 10.11529 14.48998 18.20222
H 12.78012 10.95185 20.96699
H 13.38838 9.21591 31.69053
H 12.81640 9.98265 28.56632
H 12.37226 8.52876 27.72457
H 11.81297 3.73160 23.55620
H 16.88717 18.55616 19.72064
H 16.50760 19.07605 21.28636
H 13.84742 7.70497 31.04245
H 8.62650 13.72023 26.81116
H 18.53809 6.01243 23.01218
H 18.60294 9.00238 22.38195
H 19.94324 9.50072 23.37546
H 6.73003 15.63322 25.77745
H 18.16775 13.02082 33.12140
H 9.18548 19.06933 22.36345
H 17.38922 20.19397 20.18093
H 16.55504 12.55107 22.44291
H 11.25044 17.40019 23.03520
H 6.23622 14.02754 26.47196
H 10.82862 16.58263 21.52047
H 15.93515 13.15287 32.01106
H 14.75559 7.20820 17.47244
H 12.12101 5.29630 21.12085
H 16.61661 13.62451 30.36275
H 17.67532 17.54219 22.93426
H 14.98028 8.48186 15.76710
H 15.13001 13.56257 22.53439
H 11.39154 18.51718 20.11518
H 8.93662 17.44419 22.94002
H 10.92267 5.42903 22.40538
H 10.25219 16.38396 16.68529
H 11.88477 19.29877 21.62779
H 15.03537 11.99619 20.65525
H 19.72658 5.06414 22.24323
H 12.45699 7.90348 32.31608
H 12.60649 3.12239 22.08685
H 18.73777 6.16626 21.29240
H 15.18315 10.58275 21.68589
H 19.16344 16.48931 22.51618
H 19.57893 12.08965 32.76711
H 18.81314 8.19243 23.90790
H 19.22049 13.48633 31.76873
H 13.79569 8.42694 28.64457

The energy above the lowest of the compared OMol25 structures with the same formula, charge and spin comes out at 441.2 kJ/mol. The calculation puts the frontier orbital gap at 8.409 eV. As for the LUMO energy: 0.0 eV. As for the net charge: 0.

This record from the OMol25 dataset describes a cluster of 2 separate species, C5H13N3 in total. The level of theory is ωB97M-V/def2-TZVPD.

Geometry (Å):
N 2.13556 0.54427 1.10477
N 1.56008 0.29083 -0.17063
N 0.50622 -1.86720 0.54445
C -1.77450 1.20101 -0.89704
C 0.31110 -1.17768 -1.77593
C 0.54603 -0.93280 -0.31512
C -1.00591 0.67801 0.06125
C -1.52342 0.53542 1.46499
H 2.49742 -0.33251 1.47270
H -2.59812 0.74158 1.55636
H -1.44050 1.29682 -1.92875
H 0.81821 -1.60454 1.47640
H -0.61392 -1.73586 -1.89429
H 0.69241 0.95214 -0.28614
H 1.37363 0.84906 1.70639
H 0.22739 -0.25130 -2.34282
H -2.78884 1.56949 -0.71445
H -1.35221 -0.48131 1.83720
H -1.00873 1.21666 2.15542
H 1.13599 -1.77522 -2.18004
H 2.30212 0.28313 -0.87473

The energy above the lowest of the compared OMol25 structures with the same formula, charge and spin comes out at 506.0 kJ/mol. The calculation puts the frontier orbital gap at 8.132 eV. As for the LUMO energy: 0.8 eV. As for the net charge: 0.

This record from the OMol25 dataset describes an isolated molecule of C13H12F3N5O2. The level of theory is ωB97M-V/def2-TZVPD.

Geometry (Å):
F -0.56130 1.84564 -2.27802
F -1.83779 1.59910 -3.98935
F -2.63482 1.35766 -2.00942
O -0.79309 1.47378 1.03815
O -1.50196 -3.40675 -4.63700
N 0.67710 -0.62471 0.58784
N 0.35602 -2.63152 -0.57718
N -0.58507 -2.92240 -2.62342
N 1.36837 -2.68486 1.44563
N -0.57459 -0.78295 -1.70144
C 0.70971 2.31000 2.77065
C -1.25494 -2.57055 -3.79731
C -1.55763 1.10080 -2.77824
C 1.86613 2.10319 3.50825
C 2.27912 0.06198 2.32240
C 2.65120 0.98981 3.28333
C -1.58386 -1.16203 -3.84753
C 0.31923 1.38689 1.81291
C -1.56619 2.65032 1.08682
C 0.77920 -1.95298 0.47213
C -0.25992 -2.06544 -1.61846
C 1.11029 0.23760 1.59705
C -1.22404 -0.37125 -2.80536
H -2.10082 -0.78486 -4.71278
H 2.92317 -0.77645 2.10740
H -0.96834 3.52921 0.82939
H 0.10883 -0.20104 -0.16075
H -2.34884 2.51391 0.34315
H 3.56154 0.84256 3.84311
H 1.43167 -2.29938 2.37307
H 1.28399 -3.68228 1.34714
H 2.15365 2.82838 4.25376
H -0.32216 -3.89425 -2.50986
H -2.02202 2.78991 2.07206
H 0.11819 3.19296 2.95188

The calculation puts the frontier orbital gap at 8.914 eV. As for the LUMO energy: 0.4 eV. As for the SMILES: COc1ccccc1N/C(N)=N\c1nc(C(F)(F)F)cc(=O)[nH]1. As for the net charge: 0.

This record from the OMol25 dataset describes an isolated molecule of C22H42N2O8. The level of theory is ωB97M-V/def2-TZVPD.

Geometry (Å):
O 3.40276 1.40581 2.66321
O 0.10674 2.43032 0.02486
O -2.78883 -1.12904 -3.32358
O 3.38943 3.06508 1.10791
O -1.68771 -3.66102 1.13435
O -0.64349 -1.88423 -3.42979
O -2.04736 0.26630 0.52925
O 0.72519 -1.83826 1.96213
N -1.80450 -1.91782 -1.48728
N 2.59369 0.99618 0.63321
C 1.18324 -0.50467 2.03696
C -0.50914 -2.04888 2.61245
C -2.87397 -0.82015 -4.73396
C -1.29000 2.57615 -0.00525
C 4.02749 2.21063 3.68980
C -0.98361 -3.48105 2.33841
C -2.98921 -1.53278 -0.75440
C -3.02553 -0.03339 -0.44523
C 4.14711 1.25905 4.88225
C 3.13853 3.40232 4.04471
C 5.41244 2.67426 3.23871
C -2.67952 -2.08288 -5.57243
C 2.37129 -0.36036 1.07482
C -2.02641 1.61397 0.94372
C 3.14368 1.93293 1.45226
C -0.65964 -2.39833 -0.74210
C -4.29468 -0.27893 -4.90682
C -1.84626 0.24881 -5.10680
C -1.66014 -1.65734 -2.81004
C 0.62054 1.42483 -0.82519
C -0.91575 -3.74316 -0.04891
C 2.14353 1.39783 -0.67985
H 2.16855 -0.97616 0.19607
H -2.83790 -1.85339 -6.62240
H 3.16176 0.91689 5.18789
H 0.38456 0.18659 1.73965
H -1.48049 -4.39410 -0.72362
H -1.98422 1.13367 -4.48823
H 6.01924 1.81696 2.95467
H -1.67207 -2.46702 -5.44055
H -2.99872 -2.09916 0.17726
H -5.01955 -1.03518 -4.61741
H -4.02123 0.23746 -0.06113
H -0.84061 -0.13386 -4.95686
H 4.62017 1.76710 5.71728
H -0.37446 -1.65919 0.00562
H 0.15134 -2.52116 -1.46276
H 4.74365 0.39265 4.60905
H -3.05419 1.97654 1.09113
H 0.19157 0.44635 -0.58233
H -0.38816 -1.91055 3.69803
H -1.96825 0.52712 -6.14972
H -2.84682 0.53137 -1.36907
H 1.48269 -0.25866 3.06445
H 2.14853 3.05618 4.33451
H 3.27564 -0.73557 1.56032
H 5.90489 3.20254 4.05038
H 2.55569 0.71753 -1.43192
H -1.66784 2.46578 -1.03136
H -1.50811 1.62067 1.90704
H 5.32202 3.33939 2.38480
H -0.10933 -4.14475 2.37515
H 3.57704 3.95473 4.87119
H -3.87283 -1.78329 -1.34488
H 0.05082 -4.21049 0.17376
H -1.26139 -1.33375 2.25014
H 2.52899 2.40685 -0.84102
H -1.69093 -3.77178 3.11973
H 0.37128 1.65557 -1.87350
H -1.48756 3.59744 0.33285
H -4.46332 -0.00394 -5.94357
H -3.39071 -2.84707 -5.26583
H 3.04136 4.06124 3.18673
H -4.44102 0.59626 -4.27893

The energy above the lowest of the compared OMol25 structures with the same formula, charge and spin comes out at 0.8 kJ/mol. The calculation puts the frontier orbital gap at 9.630 eV. As for the LUMO energy: 0.7 eV. As for the SMILES: CC(C)(C)OC(=O)N1CCOCCOCCN(C(=O)OC(C)(C)C)CCOCCOCC1. As for the net charge: 0.